Record 1
Computed, not measured: C3H5FO as an isolated structure in a non-equilibrium geometry, with ωB97M-V/def2-TZVPD.

Results
Spin multiplicity ... 1
Relative energy (zero: lowest compared OMol25 entry of this formula, charge and spin) ... 212.8 kJ/mol
Charge ... 0
Largest force on an atom ... 0.0765 Eh/bohr
Kohn-Sham gap ... 10.2 eV
Calculated total energy ... -292.3153 hartree

CARTESIAN COORDINATES (ANGSTROEM)
C: 0.22476 -0.13998 -0.43921
C: -0.46404 1.18938 -0.52042
C: 0.02462 -0.98665 0.81414
O: 1.35348 0.66079 -0.47657
F: -0.73843 1.69554 -1.69550
H: 0.09274 -0.72747 -1.35408
H: -0.46698 1.89258 0.30286
H: -0.72711 -0.55751 1.46851
H: 0.96680 -1.02789 1.35493
H: -0.26585 -1.99880 0.54533

natural (NBO) atomic charge list, values in e, 5 entries:
1. C 0.02
2. C 0.46
3. C -0.64
4. O -0.57
5. F -0.28

=====

Record 2
Computed, not measured: a 7-piece molecular cluster, C30H54BrClF7N3O18P overall in a non-equilibrium geometry, with ωB97M-V/def2-TZVPD.

Results
Spin multiplicity ... 1
Charge ... +1
Largest force on an atom ... 0.0588 Eh/bohr
Kohn-Sham gap ... 7.2 eV
Calculated total energy ... -6768.3982 hartree

CARTESIAN COORDINATES (ANGSTROEM)
C: -5.84273 -3.67231 0.84946
C: -6.07727 -4.24959 -0.54560
N: -5.00503 -3.96377 -1.56528
C: -3.97350 -3.19321 -1.13250
N: -3.90725 -1.90936 -1.03993
Br: -5.43090 -0.97561 -1.57595
C: -2.59976 -1.40985 -0.58361
C: -2.52593 -0.19500 0.32516
F: -3.63593 0.52741 0.28505
F: -2.40547 -0.56729 1.60130
C: -1.33067 0.78011 0.00892
F: -1.83862 1.88085 -0.51673
F: -0.47365 0.29244 -0.89152
C: -0.51559 1.24137 1.24269
F: 0.18376 0.28782 1.78008
F: -1.23057 1.86696 2.11021
F: 0.36433 2.11855 0.78253
C: -2.03067 -2.69445 0.04964
C: -0.51632 -2.72377 0.40224
Cl: -0.37762 -3.19249 2.14048
C: 0.37848 -3.55996 -0.56378
C: 1.17081 -4.68036 0.13717
C: -2.66538 -3.87622 -0.74750
P: -2.75379 -5.55069 0.06609
N: -2.94537 -6.62864 -1.07469
H: -4.94341 -4.03449 1.34771
H: -5.85309 -2.58230 0.89398
H: -6.67789 -4.00544 1.46684
H: -6.23235 -5.32558 -0.51516
H: -6.99057 -3.78567 -0.92022
H: -5.38570 -3.64552 -2.45062
H: -2.01932 -1.35669 -1.51217
H: -2.49680 -2.85779 1.02785
H: -0.16040 -1.69837 0.37049
H: -0.14257 -3.92378 -1.44889
H: 1.15060 -2.87684 -0.92295
H: 1.72374 -5.22340 -0.63407
H: 0.53540 -5.39468 0.65329
H: 1.92543 -4.26975 0.80051
H: -2.18120 -4.03751 -1.72054
H: -3.83528 -5.62859 0.96830
H: -1.53495 -5.74893 0.74329
H: -2.13469 -7.24408 -1.02218
C: -0.24518 2.62427 -3.13649
O: -0.19143 3.32759 -4.37262
C: -0.46492 4.63424 -4.26557
O: -0.73941 5.21208 -3.24575
O: -0.38108 5.17470 -5.47859
C: -0.64993 6.57915 -5.51932
H: -0.00798 1.58326 -3.34645
H: 0.49213 3.01746 -2.43667
H: -1.24393 2.67816 -2.70811
H: 0.07013 7.12567 -4.91289
H: -1.66496 6.78596 -5.18427
H: -0.54933 6.89274 -6.55458
C: 1.37314 -7.62956 -4.87274
O: 2.52901 -8.38131 -4.50168
C: 2.79289 -8.36995 -3.19216
O: 2.15259 -7.79712 -2.34886
O: 3.88688 -9.10587 -2.97610
C: 4.28171 -9.18173 -1.60294
H: 1.26808 -7.71917 -5.95057
H: 0.48134 -8.03437 -4.39641
H: 1.50053 -6.57822 -4.61668
H: 3.50106 -9.64667 -1.00354
H: 4.52290 -8.19215 -1.21745
H: 5.17286 -9.80211 -1.56239
C: -2.02062 4.90119 2.90233
O: -3.27866 5.24522 3.48033
C: -3.24474 5.41254 4.80678
O: -2.27125 5.29664 5.50663
O: -4.47040 5.72992 5.21671
C: -4.58279 5.94844 6.62765
H: -2.17618 4.79243 1.83132
H: -1.28926 5.69019 3.07135
H: -1.66034 3.95656 3.30378
H: -3.95361 6.78113 6.93980
H: -4.32186 5.04559 7.17777
H: -5.62091 6.19705 6.82943
C: 2.97235 2.57758 1.16795
O: 4.10047 3.33844 1.59115
C: 4.89264 3.73927 0.59128
O: 4.71997 3.50827 -0.57840
O: 5.90003 4.43497 1.11449
C: 6.83592 4.93217 0.15479
H: 2.41089 2.31152 2.05791
H: 2.33921 3.16939 0.51368
H: 3.29314 1.66378 0.66654
H: 6.34848 5.61449 -0.53958
H: 7.30600 4.11147 -0.38453
H: 7.59894 5.47507 0.70563
C: 5.37667 -7.67313 -5.04662
O: 5.59313 -6.29529 -4.71071
C: 5.71300 -5.48377 -5.76260
O: 5.65297 -5.80944 -6.91932
O: 5.91048 -4.24131 -5.30798
C: 6.05932 -3.25901 -6.33446
H: 5.29352 -8.22735 -4.12255
H: 4.45415 -7.79067 -5.60323
H: 6.21959 -8.06509 -5.61534
H: 5.15990 -3.20161 -6.94595
H: 6.92656 -3.47895 -6.95466
H: 6.21248 -2.30255 -5.84130
C: -0.62503 7.97529 6.75043
O: -0.24194 9.21345 7.35030
C: -1.24895 9.87065 7.92766
O: -2.39721 9.50612 7.97245
O: -0.76509 11.00016 8.44624
C: -1.74014 11.81235 9.10232
H: 0.26718 7.53279 6.31578
H: -1.02494 7.29296 7.49829
H: -1.35445 8.14191 5.95923
H: -2.18269 11.27916 9.94226
H: -2.51234 12.12747 8.40226
H: -1.22301 12.69193 9.47613

Mulliken atomic charge list, values in e, 5 entries:
1. C -0.88
2. C -0.52
3. N -0.14
4. C -0.79
5. N -0.19

=====

Record 3
Computed, not measured: C13H30Br2O18P2S3 as an isolated structure in a non-equilibrium geometry, with ωB97M-V/def2-TZVPD.

Results
Spin multiplicity ... 1
Charge ... 0
Largest force on an atom ... 0.1084 Eh/bohr
Kohn-Sham gap ... 10.0 eV
Calculated total energy ... -8893.0406 hartree

CARTESIAN COORDINATES (ANGSTROEM)
O: 0.93525 5.16394 -2.13941
C: 0.59989 4.68792 -1.04033
Br: -1.16344 5.15246 -0.21984
C: 1.53176 3.64192 -0.22079
O: 0.69377 2.77248 0.58258
P: 1.02114 1.12810 0.27610
O: 2.50231 0.80068 0.12029
O: 0.16473 0.60442 -1.12901
C: -1.07985 1.37363 -1.10714
C: -2.25933 0.75251 -1.98456
O: -3.43504 0.98341 -1.58960
Br: -2.05059 -0.29613 -3.63963
O: 0.26903 0.27631 1.57469
P: 1.30230 -0.92445 2.20866
O: 2.37067 -0.33540 3.15988
O: 0.31031 -1.91029 3.21534
O: 1.96751 -1.97108 1.06287
H: 2.13052 4.29412 0.52373
H: 2.26107 3.10878 -0.91518
H: -0.83787 2.40374 -1.57414
H: -1.45479 1.46477 -0.02552
H: -0.56645 -1.44185 3.27621
H: 2.95499 -1.88695 1.14814
O: 2.39463 1.08831 -4.55733
S: 1.57437 1.71689 -5.56062
O: 0.34236 1.12720 -6.01602
O: 2.49035 2.06855 -6.84627
C: 3.24577 1.01964 -7.45142
C: 2.37149 0.12415 -8.30938
C: 1.24516 3.38410 -5.06176
H: 3.78078 0.44103 -6.69291
H: 3.99871 1.49642 -8.08359
H: 1.66673 -0.44139 -7.69580
H: 2.98117 -0.58980 -8.86753
H: 1.78304 0.71753 -9.01347
H: 2.18049 3.85470 -4.76170
H: 0.55411 3.35151 -4.21945
H: 0.79028 3.91817 -5.89534
O: -1.45849 -7.44160 -0.41235
S: -2.20982 -6.24423 -0.68806
O: -2.17897 -5.60894 -1.97855
O: -1.87377 -5.14004 0.44468
C: -0.50767 -4.79341 0.67453
C: 0.02195 -3.86290 -0.40027
C: -3.90045 -6.51571 -0.23659
H: 0.11033 -5.69185 0.75951
H: -0.46895 -4.28310 1.64028
H: 0.08602 -4.37244 -1.36447
H: 1.01965 -3.50373 -0.14190
H: -0.64286 -3.00482 -0.53212
H: -3.93417 -6.95183 0.76096
H: -4.33421 -7.20362 -0.96240
H: -4.42973 -5.56377 -0.26380
O: -1.16982 0.06807 5.47597
S: -0.64382 0.68150 6.67101
O: -1.21679 0.43569 7.96743
O: -0.54084 2.27933 6.44088
C: -1.71096 2.98507 6.03016
C: -2.66628 3.20573 7.18823
C: 1.09439 0.35656 6.75619
H: -2.20489 2.46693 5.20300
H: -1.37870 3.95446 5.65078
H: -3.09184 2.26042 7.53208
H: -3.49019 3.85779 6.88972
H: -2.14664 3.65430 8.03837
H: 1.54533 0.58691 5.79081
H: 1.22613 -0.70002 6.98965
H: 1.52874 0.96917 7.54558

natural (NBO) atomic charge list, values in e, 5 entries:
1. O -0.50
2. C 0.49
3. Br 0.00
4. C -0.20
5. O -0.76